(one)
C6H12BCl6F6Hg2O2P | ωB97M-V/def2-TZVPD

Each line ends with the natural charge from an NBO analysis.
Element x y z (Å)
Hg1 0.15 2.14 -1.57  1.7465
Hg2 3.08 -1.20 1.59  1.7513
B1 0.19 0.63 0.62  1.2990
F1 1.11 1.60 0.36  -0.5589
F2 -0.31 0.21 -0.59  -0.5446
F3 0.96 -0.31 1.29  -0.5850
F4 -0.83 1.09 1.33  -0.4949
O1 2.94 -1.14 -0.56  -1.2632
P1 2.60 -0.59 -1.98  2.6589
O2 1.90 0.79 -2.14  -1.2207
F5 1.62 -1.65 -2.70  -0.5262
F6 3.93 -0.67 -2.89  -0.5006
Cl1 -1.77 -1.09 3.82  -0.0303
C1 -2.19 -2.02 2.40  -0.4066
C2 -3.66 -2.61 2.51  -0.3985
Cl2 -4.22 -3.39 1.06  -0.0216
H1 -1.53 -2.88 2.24  0.2091
H2 -2.20 -1.34 1.55  0.2060
H3 -4.33 -1.78 2.72  0.2254
H4 -3.60 -3.32 3.34  0.2255
Cl3 3.92 1.46 0.89  -0.0510
C3 4.13 2.99 1.81  -0.3874
C4 2.82 3.44 2.33  -0.3584
Cl4 2.09 2.03 3.24  -0.0827
H5 4.42 3.76 1.09  0.2590
H6 4.85 3.00 2.62  0.2632
H7 2.10 3.69 1.56  0.2152
H8 2.94 4.30 3.00  0.2674
Cl5 -3.49 -1.48 -1.69  -0.0170
C5 -3.39 -1.03 -3.42  -0.4171
C6 -1.93 -0.86 -3.95  -0.3419
Cl6 -1.15 0.63 -3.39  -0.1204
H9 -3.98 -0.16 -3.68  0.2360
H10 -3.91 -1.80 -3.99  0.2593
H11 -1.95 -0.71 -5.03  0.2569
H12 -1.30 -1.72 -3.75  0.2486

The HOMO-LUMO gap comes out at 3.32 eV. The multiplicity is 1. The HOMO energy comes out at -14.531 eV. Its total charge is +2.


(two)
C6H12BCl6F6Hg2O2P | ωB97M-V/def2-TZVPD

Each line ends with the natural charge from an NBO analysis.
Element x y z (Å)
Hg1 -2.27 -0.43 -2.46  1.6838
Hg2 -3.06 -1.73 2.91  1.8008
B1 -1.14 -0.76 0.13  1.3052
F1 -1.88 0.28 -0.27  -0.5509
F2 -1.43 -1.67 -0.86  -0.5686
F3 0.17 -0.44 0.20  -0.5104
F4 -1.64 -1.18 1.28  -0.5836
O1 -4.40 -2.02 1.15  -1.2280
P1 -4.89 -1.73 -0.28  2.6655
O2 -3.99 -1.17 -1.38  -1.2209
F5 -6.19 -0.78 -0.19  -0.5093
F6 -5.60 -3.12 -0.74  -0.5016
Cl1 0.68 5.06 -1.34  -0.0125
C1 1.74 3.63 -1.33  -0.4091
C2 0.87 2.32 -0.97  -0.3680
Cl2 -0.63 2.27 -1.99  -0.0433
H1 2.58 3.76 -0.64  0.2464
H2 2.35 3.53 -2.23  0.2303
H3 0.74 2.33 0.11  0.2374
H4 1.47 1.44 -1.22  0.2165
Cl3 1.00 -3.75 -3.56  0.0026
C3 1.74 -2.93 -2.23  -0.4327
C4 2.01 -1.49 -2.59  -0.3699
Cl4 0.53 -0.71 -3.14  -0.0680
H5 2.64 -3.43 -1.89  0.2560
H6 1.06 -3.01 -1.39  0.2160
H7 2.81 -1.31 -3.31  0.2632
H8 2.35 -0.95 -1.71  0.2346
Cl5 3.51 0.52 4.72  -0.0439
C5 1.68 0.60 4.38  -0.3680
C6 1.22 1.18 3.03  -0.3783
Cl6 1.68 2.94 2.88  -0.0512
H9 1.31 1.26 5.16  0.2322
H10 1.25 -0.39 4.55  0.2039
H11 0.13 1.27 3.05  0.1992
H12 1.55 0.62 2.15  0.2246

The HOMO-LUMO gap comes out at 2.28 eV. The multiplicity is 1. The HOMO energy comes out at -15.078 eV. Its total charge is +2.


(one) ends up most stable, edging out the next structure by 108.9 kJ/mol.


(one)
C6H13NOS | ωB97M-V/def2-TZVPD

Each line ends with the natural charge from an NBO analysis.
Element x y z (Å)
C1 1.18 0.04 2.53  -0.8582
C2 -0.81 -2.06 -2.15  -0.4388
C3 -1.75 -1.00 -1.50  -0.2220
C4 -1.54 -2.09 -0.83  -0.1772
C5 -1.04 1.46 0.10  -0.4198
C6 1.40 1.63 -0.25  -0.4466
N1 0.27 0.88 0.18  -0.6852
O1 1.72 -1.22 0.40  -0.9779
S1 0.52 -0.56 0.93  1.4653
H1 1.96 -0.72 2.88  0.2462
H2 1.56 1.04 2.43  0.2236
H3 -1.07 -2.79 -2.95  0.1827
H4 0.28 -1.90 -2.15  0.1950
H5 -2.39 -0.16 -1.75  0.2262
H6 0.39 0.09 3.29  0.2205
H7 -1.90 -2.78 -0.06  0.2273
H8 -1.42 1.63 -0.96  0.1854
H9 -1.71 0.59 0.23  0.2332
H10 -1.12 2.38 0.64  0.1974
H11 2.30 0.99 -0.18  0.2411
H12 1.41 2.10 -1.25  0.2111
H13 1.77 2.46 0.44  0.1705

The HOMO-LUMO gap comes out at 9.32 eV. The multiplicity is 1. The HOMO energy comes out at -8.560 eV.


(two)
C6H13NOS | ωB97M-V/def2-TZVPD

Each line ends with the natural charge from an NBO analysis.
Element x y z (Å)
C1 0.62 0.15 1.22  -0.2490
C2 0.22 0.55 0.02  -0.2752
C3 1.38 1.09 2.16  -0.6309
C4 -1.50 -1.67 -0.29  -0.6664
C5 0.86 -1.93 -1.27  -0.6607
C6 -0.35 -1.19 -1.14  -0.0120
N1 -1.24 2.67 0.12  -0.9997
O1 0.24 2.18 -2.13  -0.9436
S1 0.38 2.26 -0.62  1.3132
H1 0.66 -0.92 1.42  0.2012
H2 1.43 2.08 1.70  0.2185
H3 0.95 0.91 3.06  0.2177
H4 2.51 0.71 2.29  0.2085
H5 -2.11 -2.53 -0.61  0.2222
H6 -2.17 -0.86 -0.11  0.2268
H7 -1.15 -1.83 0.73  0.2103
H8 1.30 -2.14 -0.23  0.2041
H9 1.64 -1.39 -1.85  0.2386
H10 0.44 -2.82 -1.73  0.2272
H11 -0.64 -0.82 -2.11  0.2107
H12 -1.66 3.55 -0.29  0.3765
H13 -1.82 1.94 -0.33  0.3620

The HOMO-LUMO gap comes out at 9.48 eV. The multiplicity is 1. The HOMO energy comes out at -8.784 eV.


(two) ends up most stable, edging out the next structure by 54.3 kJ/mol.


(one)
H4NO2PS | ωB97M-V/def2-TZVPD

Each line ends with the natural charge from an NBO analysis.
Element x y z (Å)
O1 0.97 -0.88 -1.99  -0.8526
S1 1.68 0.20 -1.34  1.5622
O2 2.47 -0.03 -0.15  -0.8480
P1 0.29 1.86 -0.87  0.1911
H1 0.81 2.10 0.33  -0.0533
N1 -1.48 -0.67 1.27  -1.0956
H2 -2.32 -1.21 1.57  0.3739
H3 -0.66 -1.28 0.94  0.3744
H4 -1.76 -0.09 0.24  0.3479

The HOMO-LUMO gap (spin up / spin down) comes out at 6.73 / 7.57 eV. The multiplicity is 1. The HOMO energy (spin up / spin down) comes out at -9.336 / -9.979 eV.


(two)
H4NO2PS | ωB97M-V/def2-TZVPD

Each line ends with the natural charge from an NBO analysis.
Element x y z (Å)
N1 -0.28 -1.03 1.04  -1.0382
S1 -0.59 0.17 -0.07  2.0081
O1 -1.71 1.00 0.35  -0.9299
O2 -0.67 -0.45 -1.38  -0.9537
P1 1.28 1.32 0.02  0.0878
H1 -1.15 -1.16 1.54  0.4011
H2 -0.21 -1.79 0.39  0.3987
H3 1.35 1.77 -1.33  0.0156
H4 1.98 0.18 -0.56  0.0105

The HOMO-LUMO gap comes out at 10.74 eV. The multiplicity is 1. The HOMO energy comes out at -10.302 eV.


(two) ends up most stable, edging out the next structure by 230.5 kJ/mol.


(one)
C5H5NS | ωB97M-V/def2-TZVPD

Each line ends with the natural charge from an NBO analysis.
Element x y z (Å)
C1 -0.84 -0.75 1.37  -0.4761
C2 0.23 0.55 -0.11  -0.2241
C3 0.82 0.77 -1.32  -0.1130
C4 0.08 -1.44 -1.20  -0.0685
C5 -0.21 -0.79 0.00  -0.1496
H1 -0.31 -1.30 2.14  0.2217
H2 -1.91 -0.94 1.38  0.2239
H3 1.39 1.60 -1.72  0.2233
H4 0.97 -0.58 -2.92  0.4091
H5 -0.13 -2.44 -1.59  0.2225
N1 0.67 -0.45 -1.95  -0.4919
S1 -0.33 1.04 1.50  0.2228

The HOMO-LUMO gap comes out at 8.72 eV. The multiplicity is 1. The HOMO energy comes out at -7.749 eV.


(two)
C5H5NS | ωB97M-V/def2-TZVPD

Each line ends with the natural charge from an NBO analysis.
Element x y z (Å)
C1 -2.63 1.62 -0.73  -0.2456
C2 -2.13 0.71 -0.14  -0.2351
C3 1.00 -1.29 0.18  -0.3067
C4 1.83 -0.86 -0.79  -0.4287
C5 0.77 -0.28 1.17  -0.0120
N1 1.23 0.88 0.85  -0.5897
S1 2.11 0.84 -0.51  0.6432
H1 -3.13 2.58 -0.96  0.2444
H2 0.53 -2.31 0.32  0.2338
H3 1.83 -1.31 -1.81  0.2519
H4 0.30 -0.38 2.16  0.2120
H5 -1.71 -0.19 0.26  0.2325

The HOMO-LUMO gap comes out at 10.43 eV. The multiplicity is 1. The HOMO energy comes out at -9.649 eV.


(three)
C5H5NS | ωB97M-V/def2-TZVPD

Each line ends with the natural charge from an NBO analysis.
Element x y z (Å)
C1 1.76 -0.41 2.99  -0.1616
C2 1.06 -0.13 2.05  -0.0845
C3 0.34 -0.02 0.73  0.2464
N1 -1.01 -0.03 0.78  -0.7594
C4 0.91 -0.40 -0.46  -0.3783
C5 0.15 -0.27 -1.58  -0.2753
S1 -1.28 0.51 -1.90  -0.0777
H1 2.20 -0.65 3.97  0.2533
H2 -1.47 0.66 0.03  0.3997
H3 -1.30 0.47 1.74  0.3754
H4 2.00 -0.68 -0.60  0.2426
H5 0.76 -0.40 -2.55  0.2193

The HOMO-LUMO gap comes out at 7.47 eV. The multiplicity is 1. The HOMO energy comes out at -8.312 eV.


(one) ends up most stable, edging out the next structure by 150.6 kJ/mol.


(one)
C6H9N3 | ωB97M-V/def2-TZVPD

Each line ends with the natural charge from an NBO analysis.
Element x y z (Å)
C1 -3.81 -0.64 -0.36  0.1276
C2 -1.79 -0.17 0.03  0.2974
C3 1.23 -0.24 1.21  -0.4583
C4 1.02 1.13 0.52  -0.4538
C5 0.56 -0.12 -0.11  0.2313
C6 0.81 -0.73 -1.32  -0.7247
N1 -2.53 -1.08 -0.58  -0.5628
N2 -3.87 0.55 0.22  -0.2945
N3 -2.60 0.78 0.56  -0.4091
H1 -4.64 -1.11 -0.68  0.1843
H2 2.06 -0.79 1.41  0.2244
H3 0.57 -0.37 2.00  0.2314
H4 0.21 1.59 0.99  0.2227
H5 1.78 1.75 0.15  0.2260
H6 -0.08 -1.38 -1.47  0.2961
H7 1.84 -1.22 -1.40  0.2424
H8 0.63 0.06 -2.20  0.2206
H9 -2.41 1.62 0.99  0.3992

The HOMO-LUMO gap comes out at 9.40 eV. The multiplicity is 1. The HOMO energy comes out at -9.278 eV.


(two)
C6H9N3 | ωB97M-V/def2-TZVPD

Each line ends with the natural charge from an NBO analysis.
Element x y z (Å)
C1 0.92 -0.63 0.88  0.2288
C2 -0.44 -0.97 0.73  -0.3314
C3 -1.15 -0.49 -0.43  0.1762
C4 -0.51 0.40 -1.24  -0.3390
C5 0.70 1.01 -0.76  0.1836
C6 1.59 0.44 0.25  -0.3540
H1 2.13 -1.11 2.88  0.3632
H2 0.56 -1.48 2.93  0.3675
H3 -1.23 -1.54 1.36  0.2097
H4 -3.05 -1.65 0.27  0.3586
H5 -2.56 -1.12 -1.70  0.3893
H6 -1.34 1.09 -1.83  0.2056
H7 2.10 2.12 -2.26  0.3183
H8 -0.10 2.96 -1.90  0.3840
H9 2.52 0.96 0.61  0.2524
N1 1.28 -1.42 2.22  -0.8707
N2 -2.37 -0.92 -0.78  -0.7619
N3 0.95 2.36 -1.23  -0.7805

The HOMO-LUMO gap comes out at 7.75 eV. The multiplicity is 1. The HOMO energy comes out at -7.750 eV.


(three)
C6H9N3 | ωB97M-V/def2-TZVPD

Each line ends with the natural charge from an NBO analysis.
Element x y z (Å)
H1 -0.66 -1.68 2.20  0.3264
N1 -0.57 -0.80 1.70  -0.7095
C1 -0.01 -1.02 0.60  0.4502
N2 0.53 -2.09 -0.03  -0.6307
C2 1.18 -1.61 -1.21  -0.0027
C3 0.97 -0.32 -1.44  -0.2597
C4 0.05 0.24 -0.37  0.0295
C5 0.33 1.47 0.56  -0.4110
C6 -1.12 1.87 0.26  -0.2194
N3 -1.25 0.80 -0.78  -0.6044
H2 0.68 -2.97 0.42  0.4064
H3 1.72 -2.34 -1.79  0.2112
H4 1.46 0.28 -2.19  0.2261
H5 0.59 1.19 1.58  0.2357
H6 1.09 2.21 0.22  0.2042
H7 -1.78 1.73 1.12  0.2020
H8 -1.18 2.89 -0.23  0.1848
H9 -2.02 0.18 -0.62  0.3608

The HOMO-LUMO gap comes out at 9.38 eV. The multiplicity is 1. The HOMO energy comes out at -8.526 eV.


(four)
C6H9N3 | ωB97M-V/def2-TZVPD

Each line ends with the natural charge from an NBO analysis.
Element x y z (Å)
C1 -1.32 -1.12 0.14  -0.1711
C2 -0.31 -1.87 0.44  0.2824
C3 -0.85 0.24 0.75  -0.4406
C4 0.54 0.37 0.12  -0.0100
C5 -2.40 -1.20 -0.89  -0.6430
C6 2.87 0.10 -0.58  -0.4087
N1 0.70 -2.14 1.10  -0.2829
N2 1.92 -1.53 0.75  -0.2337
N3 1.67 -0.38 0.09  -0.1088
H1 -1.29 1.18 0.29  0.2293
H2 -0.84 0.17 1.81  0.2372
H3 0.59 1.06 -0.69  0.1813
H4 -3.23 -0.57 -0.63  0.2234
H5 -2.94 -2.21 -0.76  0.2404
H6 -1.80 -0.96 -1.84  0.2290
H7 3.32 0.68 0.21  0.2215
H8 3.46 -0.79 -0.74  0.2405
H9 2.60 0.60 -1.50  0.2137

The HOMO-LUMO gap (spin up / spin down) comes out at 7.81 / 7.81 eV. The multiplicity is 1. The HOMO energy (spin up / spin down) comes out at -7.151 / -7.149 eV.


(three) ends up most stable, edging out the next structure by 333.3 kJ/mol.


(one)
C6H9N3 | ωB97M-V/def2-TZVPD

Each line ends with the natural charge from an NBO analysis.
Element x y z (Å)
C1 -1.13 3.08 -0.47  -0.6167
C2 -1.69 1.79 0.07  -0.2864
C3 0.51 -1.02 0.34  0.0058
C4 1.08 -1.84 1.36  -0.3115
C5 1.89 -2.71 0.58  -0.0417
C6 0.80 -1.50 -0.92  -0.0965
H1 -1.69 3.91 0.46  0.2161
H2 -1.66 3.14 -1.62  0.2314
H3 0.02 3.04 -0.39  0.2314
H4 -1.84 1.72 1.06  0.1909
H5 -2.68 1.59 -0.37  0.1907
H6 0.67 -1.86 2.46  0.2501
H7 2.46 -3.57 0.97  0.2104
H8 2.07 -3.12 -1.39  0.4096
H9 0.49 -1.07 -1.79  0.2215
N1 -0.90 0.64 -0.34  -0.1475
N2 -0.29 0.16 0.70  -0.1595
N3 1.88 -2.38 -0.71  -0.4983

The HOMO-LUMO gap comes out at 8.73 eV. The multiplicity is 1. The HOMO energy comes out at -8.308 eV.


(two)
C6H9N3 | ωB97M-V/def2-TZVPD

Each line ends with the natural charge from an NBO analysis.
Element x y z (Å)
C1 2.56 -1.68 0.50  -0.2521
C2 2.10 -0.81 -0.19  0.0091
C3 1.43 0.19 -0.96  -0.3448
C4 0.81 1.36 -0.17  -0.0100
N1 0.79 1.38 1.29  -0.8186
C5 -0.03 0.44 -0.93  -0.0646
N2 -0.89 -0.44 -0.27  -0.4704
N3 -2.15 0.06 -0.18  -0.2148
C6 -3.02 -0.74 0.33  -0.1517
H1 2.86 -2.44 1.17  0.2345
H2 1.90 0.62 -1.80  0.2435
H3 1.00 2.33 -0.56  0.2046
H4 0.34 2.18 1.66  0.3685
H5 0.25 0.55 1.50  0.3686
H6 -0.38 0.71 -1.94  0.1942
H7 -0.81 -1.45 -0.55  0.3708
H8 -2.70 -1.74 0.64  0.1426
H9 -4.07 -0.51 0.45  0.1906

The HOMO-LUMO gap comes out at 9.48 eV. The multiplicity is 1. The HOMO energy comes out at -8.470 eV.


(one) ends up most stable, edging out the next structure by 28.8 kJ/mol.